# 1
Density functional theory data (ωB97M-V/def2-TZVPD) for a cluster of 2 separate species, C4H10OSi2 in total at a distorted geometry.

```
17
Properties=species:S:1:pos:R:3:nbo_charge:R:1
C 0.4646 2.4620 -1.3968 -0.47
C -2.9175 -0.2178 0.8239 -0.34
C 0.3842 2.2532 -0.0561 -0.40
C -1.8398 -0.6544 0.2167 -0.70
O 1.0849 -1.1949 0.3348 -1.29
Si 2.3155 -1.9549 -0.2254 1.27
Si -0.1161 -0.2571 0.8225 1.59
H 0.7035 3.3884 -1.7118 0.19
H 0.1389 1.7498 -2.0235 0.18
H -3.8424 -0.4632 0.3103 0.21
H -2.8347 0.0120 1.8376 0.19
H 0.4409 3.0685 0.6944 0.18
H -2.0455 -0.9332 -0.8930 0.22
H 2.9737 -2.4725 1.0684 -0.21
H 3.3180 -1.2337 -1.1132 -0.19
H 1.8612 -3.1132 -0.9515 -0.22
H -0.0891 -0.4388 2.2628 -0.22
```

* energy: -22109.887 eV
* energy above the lowest of the compared OMol25 structures with the same formula, charge and spin: 56.4 kcal per mole
* frontier orbital gap (alpha / beta): 9.03 / 9.03 eV
* LUMO (alpha / beta): 0.4 / 0.4 eV



# 2
Density functional theory data (ωB97M-V/def2-TZVPD) for the ion C5H14N2 with charge -1 at a distorted geometry.

```
21
Properties=species:S:1:pos:R:3:nbo_charge:R:1
C -0.2256 0.4970 1.5872 -0.81
N 0.8635 -0.0502 0.7841 -0.46
C 1.9422 1.0049 0.5906 -0.53
C -0.2697 0.6399 -1.5233 -0.93
C 0.3927 -0.3952 -0.6314 -0.09
C -0.6556 -1.6373 -0.6371 -0.24
N -1.9048 -1.2672 -0.0568 -0.90
H -0.9954 -0.2549 1.7163 0.19
H -0.6167 1.4198 1.1614 0.15
H 0.1054 0.7127 2.5908 0.19
H 2.7539 0.4821 0.0620 0.19
H 2.1080 1.6285 1.6197 0.20
H 1.6056 1.8202 -0.1107 0.17
H 0.4135 0.7907 -2.3748 0.21
H -0.5169 1.6875 -1.0268 0.20
H -1.2189 0.2877 -1.8711 0.21
H 1.3063 -0.9208 -0.9771 0.19
H -0.6818 -1.8865 -1.7627 0.16
H -0.1907 -2.4434 -0.0074 0.18
H -2.1915 -1.8214 0.7054 0.35
H -2.0236 -0.2943 0.1616 0.37
```

* energy: -8388.865 eV
* energy above the lowest of the compared OMol25 structures with the same formula, charge and spin: 48.9 kcal per mole
* frontier orbital gap (alpha / beta): 2.80 / 9.16 eV
* expectation value of S²: 0.75
* LUMO (alpha / beta): 4.2 / 4.1 eV
* spin multiplicity: 2
* charge: -1



# 3
Density functional theory data (ωB97M-V/def2-TZVPD) for a cluster of 5 separate species, C34H73N4O3 in total at a distorted geometry.

```
114
Properties=species:S:1:pos:R:3:lowdin_charge:R:1
O 0.7913 -0.1547 0.5329 -0.45
H 1.5613 -0.0316 -0.0454 -0.19
C 3.1434 1.5844 -2.0124 0.00
C 4.1647 0.9263 -2.9107 -0.42
C 5.5383 0.7100 -2.1001 -0.11
C 5.7228 -0.6215 -1.4747 -0.20
C 5.1965 -1.8258 -2.2325 -0.10
C 3.7538 -1.6970 -2.7696 -0.36
N 3.6693 -0.3808 -3.4785 0.09
O 2.8287 -0.3026 -4.5064 0.18
C 2.7368 -1.6349 -1.5510 0.00
C 3.3244 -2.8941 -3.7866 0.01
C 4.5268 1.7257 -4.1377 -0.03
H 3.4357 2.5902 -1.7166 0.10
H 2.8914 0.9696 -1.1485 0.05
H 2.1718 1.6212 -2.5092 0.11
H 5.8258 1.5722 -1.4997 0.14
H 6.2596 0.7768 -2.9179 0.12
H 5.2845 -0.5194 -0.4783 0.11
H 6.7841 -0.6974 -1.2352 0.14
H 5.3264 -2.7000 -1.5962 0.14
H 5.9205 -1.8625 -3.0488 0.14
H 2.4507 -2.5946 -1.1204 0.10
H 1.8114 -1.1944 -1.9206 0.09
H 3.2228 -1.1292 -0.7185 0.07
H 3.9435 -2.8473 -4.6843 0.09
H 2.3320 -2.7939 -4.2243 0.07
H 3.5039 -3.8826 -3.3670 0.10
H 5.2160 1.2403 -4.8301 0.11
H 4.9580 2.7038 -3.9280 0.12
H 3.6664 1.8397 -4.7977 0.09
C -0.7458 -3.7664 -2.9539 0.01
C -1.6691 -3.5766 -1.7395 -0.41
C -2.5453 -2.2498 -1.7888 -0.12
C -3.7988 -2.2507 -2.6725 -0.15
C -4.5446 -3.5198 -2.3593 -0.13
C -3.7722 -4.9076 -2.4124 -0.37
N -2.5771 -4.7610 -1.4592 0.11
O -2.0060 -5.8478 -0.9094 0.21
C -3.3514 -5.2134 -3.8870 0.01
C -4.8366 -5.9617 -1.9071 0.00
C -0.7435 -3.3273 -0.5369 -0.03
H 0.2802 -3.4284 -2.8135 0.08
H -1.1172 -3.1774 -3.7920 0.10
H -0.6876 -4.8419 -3.1198 0.10
H -1.7778 -1.5728 -2.1649 0.13
H -2.8513 -1.9739 -0.7811 0.08
H -3.4497 -2.1718 -3.7025 0.12
H -4.3653 -1.3518 -2.4311 0.13
H -5.4106 -3.4902 -3.0227 0.14
H -5.0486 -3.5781 -1.3925 0.12
H -4.1922 -5.4482 -4.5408 0.12
H -2.8271 -6.1706 -3.9163 0.10
H -2.7573 -4.5044 -4.4606 0.08
H -4.4430 -6.9630 -2.0842 0.09
H -5.7706 -5.8677 -2.4576 0.11
H -4.9710 -5.8726 -0.8296 0.09
H -1.1759 -3.4754 0.4524 0.09
H -0.4427 -2.2787 -0.5888 0.07
H 0.1979 -3.8688 -0.6263 0.09
C 1.2255 7.6704 3.1120 -0.08
C 0.7067 6.2328 2.8276 -0.22
C 1.9597 5.3215 2.7184 -0.11
N 1.7428 3.8682 2.1559 -0.21
C 0.8463 3.8892 0.9252 0.03
C 1.2290 2.9775 3.4074 -0.04
C 1.8352 1.5708 3.2450 -0.12
C 3.0034 1.8327 2.2601 -0.15
C 3.1135 3.2509 1.8081 -0.09
H 1.8559 8.0155 2.2917 0.08
H 1.7302 7.8147 4.0658 0.09
H 0.3608 8.3322 3.0590 0.08
H 0.1014 6.1860 1.9246 0.10
H 0.1298 5.9601 3.7124 0.11
H 2.5124 5.3068 3.6553 0.14
H 2.4959 5.7180 1.8552 0.13
H 0.6737 2.8465 0.6495 0.09
H 1.3976 4.3410 0.1025 0.11
H -0.1190 4.3094 1.1974 0.09
H 0.1401 2.9955 3.3793 0.10
H 1.5334 3.4667 4.3308 0.13
H 1.0850 0.8090 3.0461 0.08
H 2.2298 1.3802 4.2435 0.12
H 2.8008 1.2932 1.3324 0.08
H 3.8398 1.3030 2.7142 0.13
H 3.3195 3.4266 0.7550 0.12
H 3.8168 3.7000 2.5098 0.14
C -5.5836 1.4653 4.8326 -0.06
C -4.5974 1.2529 3.6736 -0.24
C -3.6722 0.1141 3.9345 -0.11
N -2.6003 -0.0889 2.7990 -0.20
C -1.7249 -1.1969 3.3074 0.01
C -3.1889 -0.5306 1.4478 -0.08
C -2.6463 0.4339 0.3323 -0.15
C -2.3418 1.7386 1.0778 -0.12
C -1.7512 1.1544 2.4019 -0.09
H -6.4048 0.7495 4.8355 0.09
H -5.9307 2.4942 4.9069 0.09
H -5.0473 1.2572 5.7604 0.08
H -4.0025 2.1504 3.4936 0.10
H -5.1185 1.1692 2.7180 0.11
H -4.1476 -0.8428 4.1535 0.14
H -3.0974 0.2578 4.8507 0.13
H -1.0426 -1.4056 2.4814 0.10
H -2.3055 -2.1159 3.3725 0.11
H -1.2082 -0.8391 4.1953 0.12
H -3.0406 -1.5891 1.2353 0.10
H -4.2774 -0.5033 1.5081 0.12
H -1.7689 -0.0255 -0.1231 0.08
H -3.3946 0.5899 -0.4451 0.12
H -1.5672 2.2050 0.4714 0.10
H -3.2494 2.3071 1.2734 0.11
H -0.7013 0.9473 2.1902 0.07
H -1.7172 1.9541 3.1421 0.11
```

* energy: -48510.566 eV
* energy above the lowest of the compared OMol25 structures with the same formula, charge and spin: 34.5 kcal per mole
* frontier orbital gap: 3.55 eV
* LUMO: -10.5 eV
* charge: +3



# 4
Density functional theory data (ωB97M-V/def2-TZVPD) for the molecule C14H13P at a distorted geometry.

```
28
Properties=species:S:1:pos:R:3:nbo_charge:R:1
C 2.2746 -0.8414 3.8536 -0.23
C 1.4809 0.2621 3.5695 -0.20
C 0.7907 0.2804 2.3689 -0.19
C 0.9924 -0.7727 1.4941 -0.07
C 0.3875 -0.6663 0.1710 -0.43
C -0.3004 -1.9000 -0.3366 -0.63
P -1.5180 -0.5124 0.0137 0.66
C -1.5738 0.4197 -1.5675 -0.32
C -2.3797 0.1870 -2.6629 -0.22
C -2.3719 1.1229 -3.6712 -0.21
C -1.6150 2.2577 -3.5479 -0.21
C -0.9955 2.6125 -2.3331 -0.21
C -0.8877 1.6543 -1.4041 -0.21
C 1.7544 -1.8718 1.7741 -0.22
C 2.4680 -1.8578 2.9445 -0.20
H 3.0735 -0.6664 4.6355 0.22
H 1.2638 1.0603 4.3357 0.22
H 0.2468 1.1602 2.0306 0.22
H 0.9876 -0.0592 -0.6348 0.25
H -0.2770 -2.1638 -1.2864 0.22
H -0.2511 -2.7277 0.4032 0.23
H -3.0526 -0.6504 -2.9048 0.22
H -2.8817 0.6070 -4.5207 0.22
H -1.7713 3.0412 -4.2882 0.21
H -0.5377 3.5527 -2.0855 0.22
H -0.3070 1.8271 -0.5076 0.22
H 2.0534 -2.5376 0.9712 0.22
H 2.9466 -2.8179 3.1860 0.22
```

* energy: -24015.055 eV
* structure (SMILES): c1ccc([C@H]2CP2c2ccccc2)cc1
* energy above the lowest of the compared OMol25 structures with the same formula, charge and spin: 15.2 kcal per mole
* frontier orbital gap: 9.47 eV
* LUMO: 0.9 eV